# C4H7NO2

A molecular structure, C4H7NO2 (the ωB97M-V functional and the def2-TZVPD basis, OMol25).

The geometry in XYZ format:
```
14
C4H7NO2 the ωB97M-V functional and the def2-TZVPD basis
C 1.015 -1.283 -0.105
C 0.320 0.007 -0.625
C 0.887 1.278 0.191
O 0.061 0.093 -1.876
C -0.838 0.294 0.351
O -0.280 1.151 1.157
N -2.105 -0.022 0.289
H 1.998 -1.353 -0.579
H 1.138 -1.330 0.987
H 0.418 -2.143 -0.428
H 0.722 2.198 -0.369
H 1.855 1.253 0.698
H -2.831 0.391 0.859
H -2.359 -0.535 -0.550
```

highest occupied orbital energy	-7.8	eV
strongest force on any atom	0.7	eV/A
E_tot	-9844.0741	eV
energy relative to the best compared isomer or geometry (same formula, charge and spin)	73.9	kcal/mol
lowest unoccupied orbital energy	0.504	eV
Kohn-Sham gap	8.302	eV